1.
ORCA calculation (ωB97M-V with the def2-TZVPD basis set) on a cluster of 10 separate species, C36H88INO10S2Si in total at a distorted geometry.

Values from the calculation:
electronic energy	-3614.8901	hartree
HOMO energy	-0.2537	Eh
F_max	1.799	eV/Å

CARTESIAN COORDINATES (ANGSTROEM)
C -2.98221 -4.91960 1.04208
C -2.69983 -3.43471 0.76213
C -1.18575 -3.16426 0.65498
C -0.83271 -2.27698 -0.54343
C -1.27506 -0.83035 -0.31157
C -1.61190 -0.05648 -1.60020
Si -1.15049 1.75905 -1.67690
C -1.95588 2.37488 -3.27903
C -1.43221 1.65761 -4.54839
C -0.73678 2.56137 -5.58128
S 0.91837 1.88188 -5.94609
C 1.95107 3.34288 -6.10784
S 1.76852 4.35457 -7.35761
N 2.94491 3.44073 -5.11515
C 3.11149 4.78489 -4.52093
C 4.55703 5.19958 -4.46274
O 5.23557 4.17162 -3.74878
C 5.38495 3.05477 -4.60286
C 4.20496 2.83901 -5.57685
C -1.84881 2.83451 -0.27778
C -2.07654 2.21741 1.11820
C -0.82801 2.15175 2.01961
C -0.31552 3.57481 2.28885
C -1.20289 1.56461 3.39369
C -1.63089 0.09307 3.39442
C -1.24558 -0.53091 4.74074
C -1.06249 -1.89928 4.86838
C 0.27606 -2.46416 5.17373
C -2.22068 -2.82281 4.64209
C 0.72208 2.09483 -1.90401
I 2.01493 0.72945 -0.87457
C 1.16217 3.52414 -1.57736
C 0.46024 4.59583 -2.41597
H -3.02136 -5.50294 0.12139
H -2.16724 -5.34846 1.62435
H -3.89001 -5.07718 1.62539
H -3.20393 -3.15504 -0.16557
H -3.10585 -2.85523 1.59107
H -0.69397 -4.12761 0.49575
H -0.79961 -2.71407 1.57336
H -1.41877 -2.65473 -1.39003
H 0.21849 -2.35245 -0.83029
H -0.57158 -0.30318 0.33046
H -2.20662 -0.91012 0.25605
H -2.69359 -0.11776 -1.75766
H -1.16097 -0.56478 -2.45932
H -1.94711 3.46104 -3.35680
H -3.00780 2.08572 -3.16983
H -0.70171 0.90263 -4.24063
H -2.23299 1.08985 -5.02098
H -1.29727 2.51242 -6.51441
H -0.71143 3.60834 -5.28822
H 2.81261 4.69001 -3.47375
H 2.47460 5.55211 -4.95823
H 4.99992 5.39761 -5.44711
H 4.62784 6.11045 -3.87024
H 5.52151 2.15766 -4.00407
H 6.28176 3.22747 -5.21380
H 4.04700 1.75666 -5.62858
H 4.45495 3.13987 -6.60219
H -1.23909 3.73175 -0.17385
H -2.82071 3.17596 -0.65155
H -2.75811 2.88749 1.65910
H -2.59264 1.25855 1.06882
H -0.01344 1.59461 1.54488
H 0.54735 3.52212 2.95433
H -0.00359 4.08912 1.38005
H -1.10020 4.17164 2.75963
H -0.34564 1.70410 4.05849
H -1.99627 2.20432 3.79501
H -2.71322 0.04301 3.21954
H -1.07152 -0.43654 2.63054
H -1.13667 0.12284 5.60429
H 0.26298 -3.40350 5.73031
H 0.76275 -2.67653 4.21487
H 0.89922 -1.72059 5.67922
H -2.58914 -3.12410 5.62351
H -1.97090 -3.70557 4.04713
H -3.02119 -2.26177 4.15596
H 0.92543 1.93197 -2.96695
H 2.24055 3.60765 -1.73858
H 0.99993 3.75037 -0.51895
H 1.00119 5.54372 -2.37973
H -0.56745 4.75557 -2.09390
H 0.45661 4.29171 -3.46562
C 7.05079 4.69334 -8.15058
O 7.58879 5.36489 -7.01310
H 7.47531 5.13638 -9.04722
H 7.31364 3.63204 -8.12062
H 5.96294 4.80885 -8.17124
H 7.19503 4.95447 -6.23906
C 3.74811 9.19873 -2.58073
O 3.21147 7.89785 -2.78171
H 3.83282 9.67145 -3.55646
H 3.09254 9.80423 -1.94902
H 4.73929 9.15427 -2.12186
H 3.12991 7.47787 -1.91660
C -2.50215 -8.71472 2.57479
O -1.80317 -7.73294 1.81384
H -2.98311 -8.22461 3.41718
H -3.26572 -9.19246 1.95721
H -1.80335 -9.46883 2.94636
H -1.38956 -8.19196 1.07468
C 1.09091 -8.12892 3.50884
O 1.05473 -9.34474 2.76007
H 0.10041 -7.68370 3.46017
H 1.35006 -8.33320 4.55284
H 1.81687 -7.43619 3.07864
H 1.92863 -9.74006 2.79892
C -0.87865 -11.24237 0.53719
O -1.42229 -10.45220 -0.52039
H 0.03245 -10.75805 0.87598
H -1.58751 -11.29350 1.36737
H -0.64851 -12.25425 0.19261
H -2.23295 -10.86946 -0.81954
C 0.62587 7.58949 0.51782
O 1.83146 6.85823 0.28276
H 0.89497 8.63944 0.59523
H -0.08119 7.46306 -0.30151
H 0.15274 7.27437 1.44983
H 1.59831 5.92851 0.21437
C -3.43483 -11.43520 5.26302
O -3.99994 -10.69554 4.18757
H -2.52277 -10.92354 5.56153
H -4.11316 -11.47636 6.11922
H -3.18269 -12.45423 4.95798
H -4.80636 -11.13909 3.91434
C -2.77059 9.59292 1.37976
O -2.10702 8.83043 0.37712
H -2.73011 9.01853 2.30183
H -2.27630 10.55443 1.54085
H -3.81737 9.76848 1.11944
H -2.13899 9.33199 -0.44124
C -1.41114 -5.24852 7.66053
O -0.70914 -5.68812 6.50261
H -1.51456 -4.16874 7.57998
H -2.40454 -5.70158 7.71426
H -0.86178 -5.48083 8.57680
H -0.59984 -6.64026 6.56509

Forces on atoms 1 to 2 (eV/Å):
C 0.35 0.16 0.21
C 0.16 -0.44 0.43

---

2.
ORCA calculation (ωB97M-V with the def2-TZVPD basis set) on a structure of composition C15H13Cl5CuNO3 at a distorted geometry.

Values from the calculation:
electronic energy	-4801.1413	hartree
charge	-2
HOMO energy	0.0382	Eh
F_max	4.688	eV/Å

CARTESIAN COORDINATES (ANGSTROEM)
Cu -0.18705 0.68432 0.94779
O -0.47496 -2.06212 -1.38609
C -1.80124 -1.85459 -1.87628
C -2.10636 -0.45244 -2.51969
C -2.40253 0.68835 -1.53446
C -2.80362 0.42775 -0.12469
C -4.16637 0.08491 0.07317
C -4.69222 0.18499 1.38341
C -3.89690 0.68906 2.43390
C -2.52756 0.84833 2.16417
N -1.99517 0.60371 0.95503
H -0.21830 -1.22976 -0.91311
H -2.53898 -2.00452 -1.02066
H -1.83225 -2.64322 -2.67281
H -2.98882 -0.60038 -3.15646
H -1.27699 -0.20096 -3.15710
H -3.28998 1.30462 -1.86074
H -1.57222 1.43438 -1.52775
H -4.80052 -0.33930 -0.71971
H -5.65315 -0.28557 1.55339
H -4.30313 0.96671 3.38558
H -1.89325 1.27156 2.98904
Cl 6.64366 -0.78754 -0.10942
C 5.32123 0.13913 0.32164
C 4.89197 0.17761 1.68276
Cl 6.06470 0.30953 2.94011
C 3.57851 0.12442 2.03274
Cl 3.08015 0.50392 3.64072
C 2.34856 -0.00993 1.21661
O 1.49420 1.05973 1.47687
C 3.32462 0.29792 -1.21131
O 1.07318 0.18460 -0.76488
C 4.59013 0.68673 -0.82190
Cl 5.61256 1.85254 -1.60851
Cl 2.92175 0.69880 -2.88845
C 2.31347 -0.31889 -0.37782
H 1.95298 -0.97658 1.62278
H 2.20991 -1.45783 -0.56785

Forces on atoms 1 to 2 (eV/Å):
Cu 1.04 0.01 -1.05
O -1.29 0.86 0.09

---

3.
ORCA calculation (ωB97M-V with the def2-TZVPD basis set) on the molecule C17H27NO.

Values from the calculation:
electronic energy	-793.9476	hartree
energy relative to the best compared isomer or geometry (same formula, charge and spin)	16.92	kcal per mole
HOMO energy	-0.3137	Eh
F_max	0.597	eV/Å

CARTESIAN COORDINATES (ANGSTROEM)
C 0.24542 -3.26678 0.60252
C -0.58983 -2.19113 1.23466
C -0.82268 -2.22982 2.59967
C -1.60000 -1.25681 3.19422
C -2.22321 -0.30929 2.40813
C -2.06481 -0.26198 1.02350
C -2.92835 0.73975 0.25506
C -4.37564 0.63951 0.77323
C -2.40732 2.16220 0.50316
C -3.00087 0.47862 -1.25358
C -1.15486 -1.16824 0.45968
O -0.78728 -1.12407 -0.88034
C 0.21384 -0.17361 -1.18522
C 1.59447 -0.50407 -0.60804
N 2.49882 0.60242 -0.81122
C 3.73241 0.50408 -0.05125
C 4.59791 1.58728 -0.67894
C 4.29584 1.42193 -2.17027
C 2.87317 0.83927 -2.20235
H 1.28236 -3.19718 0.93033
H -0.13290 -4.24388 0.89939
H 0.20848 -3.19038 -0.47998
H -0.37756 -3.01645 3.19167
H -1.74773 -1.25262 4.26408
H -2.85694 0.41427 2.89516
H -4.72302 -0.38988 0.72056
H -5.02887 1.25471 0.15800
H -4.47471 0.98404 1.79786
H -1.39103 2.27538 0.13118
H -3.04083 2.88514 -0.00680
H -2.40456 2.39406 1.56571
H -2.08021 0.73737 -1.76294
H -3.22321 -0.56649 -1.45098
H -3.79514 1.08670 -1.68441
H 0.25535 -0.15370 -2.27731
H -0.06150 0.82348 -0.81887
H 1.97373 -1.44063 -1.05698
H 1.49231 -0.65343 0.47041
H 4.21195 -0.48488 -0.16149
H 3.52899 0.67563 1.00748
H 4.26241 2.56397 -0.33193
H 5.65452 1.47117 -0.44641
H 5.00032 0.72307 -2.62207
H 4.36329 2.36537 -2.70827
H 2.84875 -0.09163 -2.78949
H 2.15873 1.53752 -2.64651

Forces on atoms 1 to 2 (eV/Å):
C -0.01 0.04 -0.08
C -0.01 -0.03 -0.12

---

4.
ORCA calculation (ωB97M-V with the def2-TZVPD basis set) on a cluster of 2 separate species, C3H2BrNO4 in total at a distorted geometry.

Values from the calculation:
electronic energy	-3045.2623	hartree
energy relative to the best compared isomer or geometry (same formula, charge and spin)	0.00	kcal per mole
HOMO energy	-0.3832	Eh
F_max	3.474	eV/Å

CARTESIAN COORDINATES (ANGSTROEM)
O 0.58530 0.71090 -1.65860
C 1.18906 -0.06570 -0.99596
O 1.84750 -1.13145 -1.38343
N 1.02264 0.06400 0.38471
C 0.28851 -0.51300 1.14427
Br -0.56389 -2.16008 0.66887
H 2.48902 -1.56754 -0.79467
H 0.08150 -0.15336 2.11049
O -2.87495 2.59082 0.08173
C -2.27758 1.62441 0.13871
O -1.78710 0.60098 0.30387

Forces on atoms 1 to 2 (eV/Å):
O 0.35 0.14 -1.51
C -1.45 -0.39 2.12